Formula: C37H53NO8
Source: the OMol25 dataset
Level of theory: wB97M-V/def2-TZVPD

```
! wB97M-V def2-TZVPD RIJCOSX def2/J DEFGRID3
* xyz 0 1
C -2.37117 5.54442 2.07203
H -1.88368 6.03763 1.22719
H -3.39984 5.29496 1.79844
H -2.36577 6.20001 2.94047
O -1.65683 4.39428 2.46731
N -1.57093 3.49486 1.40357
C -0.97979 2.40022 1.63569
C -0.87282 1.41988 0.51540
H 0.18054 1.26198 0.26985
H -1.38649 1.78457 -0.37019
C -1.44107 0.04605 0.94076
O -1.48266 -0.08831 2.34225
C -0.31629 0.43328 2.97691
C -0.23442 -0.09199 4.38686
C 0.91811 -0.55829 4.85368
C 1.18968 -1.04004 6.24806
C 1.96025 -2.36007 6.20856
H 2.92556 -2.22333 5.72483
H 1.40031 -3.11141 5.65577
H 2.13242 -2.73046 7.21675
H 0.24579 -1.19921 6.77554
C 1.99258 0.02363 7.00326
H 2.20238 -0.30770 8.01782
H 2.93843 0.21236 6.49946
H 1.43597 0.95685 7.05131
H 1.78061 -0.57673 4.19863
C -1.50068 -0.00132 5.18812
H -1.69536 -0.93392 5.71326
H -1.43303 0.79509 5.92913
H -2.33594 0.20310 4.52487
C -0.39191 1.97374 2.95375
C 0.98128 2.60915 3.17131
H 1.66323 2.32759 2.37112
H 0.88919 3.69201 3.18923
H 1.39657 2.27316 4.11859
H -1.06736 2.31963 3.74386
H 0.56459 0.10075 2.41016
O -0.56351 -0.91040 0.39632
C -1.14216 -2.20731 0.38247
C -2.16703 -2.26159 -0.75879
C -2.90355 -0.91764 -0.87346
C -2.89341 -0.17917 0.46377
H -3.41395 -0.77521 1.21348
H -3.39458 0.78316 0.37326
H -3.93341 -1.09044 -1.21196
O -2.30737 0.00619 -1.79852
C -2.17978 -0.26847 -3.08514
O -2.43213 -1.32770 -3.61339
C -1.68379 0.94763 -3.83592
C -2.69940 1.38542 -4.85400
C -2.38636 2.04829 -5.95629
C -3.40588 2.50665 -6.94917
H -3.31919 1.92041 -7.86334
H -4.41323 2.40128 -6.55675
H -3.21776 3.54748 -7.20523
C -0.95885 2.38589 -6.33676
O -0.79321 3.77045 -6.54771
H -0.60055 4.16697 -5.68867
C 0.08667 1.87115 -5.33915
O 0.37413 2.84356 -4.34892
C 1.07277 2.16961 -3.31365
C 0.74327 0.70028 -3.43624
C 1.36770 -0.26156 -2.75441
C 1.19419 -1.67921 -2.93683
C 1.89464 -2.63452 -2.31610
C 2.98062 -2.45402 -1.29708
H 2.85085 -1.49767 -0.78374
C 4.32623 -2.43470 -2.03486
H 4.49527 -3.38592 -2.53535
H 5.14353 -2.25779 -1.33859
H 4.33300 -1.64745 -2.78572
C 2.96366 -3.57956 -0.23536
C 2.33637 -3.15594 1.07014
C 1.02901 -3.03514 1.26262
C -0.03413 -3.24680 0.22940
H 0.39177 -3.16311 -0.76856
H -0.48354 -4.23887 0.34013
H 0.66222 -2.73565 2.23633
C 3.31250 -2.87463 2.17502
H 3.88821 -3.76991 2.41111
H 2.80015 -2.54563 3.07492
H 4.01564 -2.10094 1.86602
H 2.44039 -4.45145 -0.63294
H 3.99210 -3.88408 -0.03358
H 1.72621 -3.66271 -2.61576
H 0.46829 -1.97549 -3.67941
H 2.11259 0.05054 -2.03344
C -0.32357 0.63116 -4.51574
O -0.36978 -0.50360 -5.32318
H -1.09834 -1.07263 -5.02277
H 0.76202 2.60290 -2.35701
H 2.15413 2.32993 -3.43231
H 1.01010 1.61983 -5.88595
H -0.76559 1.91322 -7.30970
H -3.73040 1.14827 -4.63061
H -1.53147 1.75237 -3.10895
H -2.89088 -3.05582 -0.57724
H -1.65788 -2.47124 -1.69889
H -1.64506 -2.36511 1.34854
*
```

Its HOMO-LUMO gap is 8.824 eV. The calculation puts the HOMO energy at -0.301 Ha.


Formula: C4H5NO2
Source: the OMol25 dataset
Level of theory: wB97M-V/def2-TZVPD

```
! wB97M-V def2-TZVPD RIJCOSX def2/J DEFGRID3
* xyz 0 1
N -2.22999 -0.33062 -0.41811
C -0.90213 0.02937 -0.21239
C 0.24625 -0.69188 -0.32323
C 1.29354 0.20405 0.06370
O 2.60208 -0.13581 0.21670
C 0.73474 1.40662 0.32164
O -0.63625 1.30870 0.12349
H -2.87741 0.01660 0.27925
H -2.33927 -1.33170 -0.52547
H 0.36754 -1.70842 -0.66909
H 2.61520 -1.08431 0.39686
H 1.12570 2.31741 0.74665
*
```

Its HOMO-LUMO gap is 8.547 eV. The structure (SMILES) is Nc1cc(O)co1. The calculation puts the HOMO energy at -0.285 Ha.


Formula: C32H54F2N3O22S2Y
Source: the OMol25 dataset
Level of theory: wB97M-V/def2-TZVPD

```
! wB97M-V def2-TZVPD RIJCOSX def2/J DEFGRID3
* xyz 2 1
Y -2.27437 3.21020 -0.68440
N -0.56990 1.83397 -0.30085
S -0.66095 0.24013 -0.09901
O -0.65713 -0.31776 1.19012
O -0.33168 -0.54094 -1.21900
F -2.31063 0.41029 -0.36689
S 1.11570 1.89415 -0.02384
O 1.89258 1.21018 -0.97914
O 1.56084 1.89949 1.31348
F 1.29651 3.40335 -0.52248
O -3.25520 2.21463 1.29401
C -3.60892 1.64443 2.33696
O -4.60057 0.82465 2.43251
C -5.34917 0.43784 1.22958
C -5.73658 -1.02153 1.32836
C -2.97676 1.94240 3.64811
H -4.71297 0.59901 0.36580
H -6.25332 1.04234 1.24728
H -4.92380 -1.64435 1.69377
H -6.14401 -1.35507 0.37689
H -6.54622 -1.12062 2.05564
H -1.97444 2.33132 3.46511
H -2.88189 1.05270 4.26283
H -3.52146 2.72782 4.17115
O -1.79559 2.16702 -2.77412
C -1.93455 1.67168 -3.92976
O -1.19581 1.92025 -4.92882
C -0.05985 2.83759 -4.85755
C 0.49727 2.96037 -6.26066
C -3.04922 0.74502 -4.23315
H 0.68261 2.45878 -4.15977
H -0.45023 3.80497 -4.53064
H 1.08670 3.86919 -6.33218
H -0.29112 3.01188 -7.00863
H 1.14581 2.10926 -6.46535
H -3.83208 1.26550 -4.79435
H -3.50026 0.28817 -3.35667
H -2.71666 -0.04795 -4.90495
O -3.39637 -3.41293 0.88946
C -2.47877 -3.56813 0.12360
O -2.53756 -3.19137 -1.16044
C -3.69157 -2.53472 -1.67882
C -4.79512 -3.52064 -1.90835
C -1.16225 -4.16362 0.47317
H -3.38897 -2.01332 -2.58955
H -3.94247 -1.69706 -1.01711
H -5.05005 -4.03851 -0.98504
H -4.52032 -4.26197 -2.65506
H -5.71597 -3.02188 -2.22036
H -0.30294 -3.49376 0.42602
H -0.93195 -4.98648 -0.20851
H -1.21073 -4.55594 1.48424
C 1.88470 4.06533 3.90348
C 2.18091 4.79462 2.60164
C 0.96067 5.56168 2.05931
C -0.17177 4.76720 1.63151
N -1.08544 4.13819 1.29023
H 1.05755 3.36794 3.72095
H 1.54935 4.75046 4.68133
H 2.73411 3.46651 4.21718
H 2.49310 4.09665 1.82473
H 3.02044 5.47833 2.71758
H 1.25262 6.21660 1.23498
H 0.58093 6.19062 2.87537
C 2.48434 -2.52341 -2.41707
C 1.48859 -3.60310 -2.77354
C 0.05621 -3.09554 -2.95182
C -0.07853 -2.09536 -4.02643
N -0.22252 -1.32534 -4.87021
H 2.52740 -1.77417 -3.21296
H 3.50179 -2.90982 -2.31537
H 2.29258 -2.04875 -1.45222
H 1.41914 -4.27985 -1.91426
H 1.75604 -4.22367 -3.62612
H -0.38929 -2.60365 -2.09428
H -0.58627 -3.91630 -3.27938
C 3.65759 2.84955 -2.82449
C 5.16576 2.93626 -3.11400
O 5.23958 3.83644 -4.21901
C 4.03818 4.39729 -4.44607
O 3.81812 5.19663 -5.28514
O 3.11132 3.94505 -3.55715
H 3.39660 2.93961 -1.77863
H 3.25677 1.89909 -3.18869
H 5.57048 1.95136 -3.32913
H 5.68792 3.35851 -2.25413
C 2.02131 -4.44274 3.70129
C 3.18675 -3.49148 4.01287
O 3.14353 -2.56790 2.91605
C 2.02336 -2.75312 2.19078
O 1.63587 -1.97409 1.37624
O 1.30621 -3.80242 2.63160
H 1.34637 -4.42920 4.55720
H 2.30981 -5.46340 3.47216
H 4.11725 -4.05220 4.08674
H 3.06764 -2.97408 4.96296
C 5.37185 0.09017 1.81708
C 4.52216 0.11982 0.53509
O 4.43619 1.54001 0.26274
C 5.49072 2.14601 0.86272
O 5.86148 3.24130 0.61019
O 6.13138 1.29109 1.68457
H 5.96717 -0.81560 1.71008
H 4.80810 0.05346 2.74470
H 3.50086 -0.19681 0.73632
H 4.95624 -0.40508 -0.31180
C -3.55258 -2.69733 4.61399
C -2.26600 -2.22165 3.93260
O -1.42311 -3.36533 4.04382
C -2.18756 -4.46464 4.28248
O -1.79242 -5.56438 4.41671
O -3.49572 -4.10171 4.39296
H -4.45614 -2.25595 4.20475
H -3.48911 -2.46240 5.68063
H -1.79218 -1.40854 4.48594
H -2.43605 -1.89683 2.90580
*
```

Its HOMO-LUMO gap is 6.349 eV. The calculation puts the HOMO energy at -0.529 Ha.


Formula: C19H21N2O4PPdS3
Source: the OMol25 dataset
Level of theory: wB97M-V/def2-TZVPD

```
! wB97M-V def2-TZVPD RIJCOSX def2/J DEFGRID3
* xyz -1 2
Pd 0.01291 0.21332 0.62324
O 4.06658 0.11753 -0.93346
S 3.22553 -0.24353 0.18859
O 3.89820 -0.60112 1.41676
N 2.06911 0.85902 0.41850
C 2.43781 2.16694 0.72359
C 3.73203 2.62831 0.90197
C 4.00212 3.99136 1.13453
C 3.00565 4.91663 1.19259
C 1.66824 4.48717 1.03168
C 0.57658 5.37908 1.08580
C -0.68973 4.90890 0.94525
C -0.88914 3.52306 0.75590
N 0.09704 2.66637 0.69041
C 1.37871 3.12146 0.81371
C 2.27492 -1.63384 -0.33594
C 1.42825 -1.51155 -1.43011
C 0.71564 -2.61559 -1.85600
C 0.86614 -3.83324 -1.20126
C 1.73283 -3.94707 -0.12399
C 2.44143 -2.83776 0.31902
H 4.55136 1.92732 0.84715
H 5.03087 4.30276 1.27498
H 3.21614 5.96659 1.36429
H 0.76738 6.43529 1.24813
H -1.54938 5.56895 0.97964
H -1.88655 3.11636 0.65366
H 1.37271 -0.57892 -1.96399
H 0.03754 -2.52326 -2.69567
H 0.30109 -4.69797 -1.53478
H 1.85665 -4.90106 0.37514
H 3.09797 -2.88155 1.17849
C -3.16399 -3.71782 1.19264
C -2.20227 -2.64746 0.73027
O -2.88659 -1.38273 0.80609
P -2.21617 -0.05305 0.13984
S -3.58228 1.34554 0.32765
S 0.14670 -1.10670 2.45276
O -1.99757 -0.48294 -1.41364
C -3.02708 -0.45812 -2.41350
C -3.92761 -1.67288 -2.31930
H -2.69681 -4.70271 1.10716
H -4.07131 -3.70477 0.58519
H -3.44719 -3.54927 2.23387
H -1.87850 -2.83344 -0.29536
H -1.31535 -2.62521 1.35579
H -2.49978 -0.43429 -3.36639
H -3.60936 0.45224 -2.31410
H -3.35163 -2.59757 -2.41779
H -4.67342 -1.63697 -3.11993
H -4.44645 -1.68180 -1.35907
*
```

Its HOMO-LUMO gap (spin up / spin down) is 7.055 / 6.536 eV. The calculation puts the HOMO energy (spin up / spin down) at -0.177 / -0.169 Ha.


Formula: C5H8Cl3
Source: the OMol25 dataset
Level of theory: wB97M-V/def2-TZVPD

```
! wB97M-V def2-TZVPD RIJCOSX def2/J DEFGRID3
* xyz 0 2
Cl 3.13798 2.58057 0.98249
Cl 3.76861 0.90290 -0.01701
C 0.20862 -1.03679 -0.90548
C -1.06125 -1.32345 -0.03968
C -1.52667 0.05209 0.45651
C -0.21992 0.91512 0.52408
C 0.68971 0.24345 -0.39120
Cl -2.68263 0.76648 -0.67956
H 0.93832 -1.85617 -0.84522
H -0.08293 -0.94729 -1.96803
H -1.82946 -1.87783 -0.57468
H -0.74722 -1.90355 0.83593
H -2.00773 -0.00923 1.43176
H -0.38587 1.98545 0.35563
H 0.17525 0.82028 1.55273
H 1.62520 0.68795 -0.71825
*
```

Its HOMO-LUMO gap (spin up / spin down) is 5.717 / 8.808 eV. The calculation puts the HOMO energy (spin up / spin down) at -0.270 / -0.383 Ha.


Formula: C3H5NO2
Source: the OMol25 dataset
Level of theory: wB97M-V/def2-TZVPD

```
! wB97M-V def2-TZVPD RIJCOSX def2/J DEFGRID3
* xyz 0 1
H 2.49345 -0.89171 -0.77747
N 1.58541 -1.19250 -0.47348
C 0.69920 -0.32127 -0.21185
C -0.51604 -0.87388 0.40819
O -1.52194 0.10430 0.02714
C -0.79334 1.30545 -0.04630
O 0.54131 0.97120 -0.53633
H -0.10321 -1.92209 -0.08110
H -0.46148 -0.95147 1.50798
H -1.26242 1.98888 -0.76080
H -0.65572 1.77889 0.94018
*
```

Its HOMO-LUMO gap is 11.171 eV. The structure (SMILES) is [H]/N=C1/COCO1. The calculation puts the HOMO energy at -0.378 Ha.


Calculated relative energy (zero: lowest compared OMol25 entry of this formula, charge and spin) (kJ/mol), listed in the same order as above: 0.0 115.3 0.0 84.2 104.5 282.8